No. 1
The following is a quantum chemistry calculation of a cluster of 2 separate species, C6H10N2 in total at a distorted geometry, from OMol25.

Properties
Relative energy (zero: lowest compared OMol25 entry of this formula, charge and spin) = 353.8 kJ/mol
Gap between HOMO and LUMO = 8.5 eV
Maximum force = 5.05 eV/A
Net charge = 0
Spin multiplicity = 1

Last column: Löwdin charge in e.
Positions of all 18 atoms, in Å:
C 0.221 0.890 1.890  -0.247
C -2.579 -2.034 -0.022  -0.015
C 1.001 -0.991 -1.045  -0.140
C 0.286 1.332 -0.981  -0.110
C 0.485 -0.069 1.058  -0.154
C 1.098 0.260 -0.324  -0.494
N -0.213 1.630 2.684  0.168
N -1.722 -1.494 0.505  0.107
H -3.474 -2.180 -0.530  0.043
H -1.094 2.117 2.802  0.084
H -0.070 -1.241 -1.094  0.057
H 1.622 -1.726 -0.518  0.095
H 1.339 -0.839 -2.041  0.066
H 0.579 2.336 -0.635  0.078
H -0.867 1.213 -0.878  0.114
H 0.537 1.202 -2.043  0.070
H 0.609 -1.047 1.508  0.102
H 2.240 0.639 -0.336  0.175

***

No. 2
The following is a quantum chemistry calculation of the ion C5H9N2 with charge +1 at a distorted geometry, from OMol25.

Properties
Relative energy (zero: lowest compared OMol25 entry of this formula, charge and spin) = 411.6 kJ/mol
Gap between HOMO and LUMO = 10.0 eV
Maximum force = 4.85 eV/A
Net charge = +1
Spin multiplicity = 1

Last column: Löwdin charge in e.
Positions of all 16 atoms, in Å:
C -1.294 -0.047 2.079  0.005
C -0.258 -0.822 1.249  -0.265
C -0.143 0.397 -1.288  -0.150
C -0.653 -0.952 2.751  0.070
C 0.992 -0.181 0.657  -0.147
N 0.993 0.117 -0.778  0.087
N -0.367 0.694 -2.560  0.206
H -2.199 0.612 1.885  0.136
H -0.574 -1.545 0.439  0.131
H -1.045 0.165 -0.706  0.161
H -0.332 -1.415 3.588  0.071
H 1.979 -0.553 0.864  0.123
H 1.806 -0.064 -1.360  0.184
H 1.074 0.822 1.145  0.142
H -1.278 0.587 -2.874  0.106
H 0.393 0.546 -3.207  0.140

***

No. 3
The following is a quantum chemistry calculation of a cluster of 2 separate species, C4H10O4 in total at a distorted geometry, from OMol25.

Properties
Relative energy (zero: lowest compared OMol25 entry of this formula, charge and spin) = 404.9 kJ/mol
Gap between HOMO and LUMO = 8.2 eV
Maximum force = 5.57 eV/A
Net charge = 0
Spin multiplicity = 1

Last column: Löwdin charge in e.
Positions of all 18 atoms, in Å:
C -0.771 1.811 0.216  -0.092
C -1.756 -1.708 -0.017  -0.096
C -0.551 0.395 0.545  -0.169
C 1.639 -0.078 -0.073  -0.590
O 2.056 -0.779 1.009  0.073
O 1.455 -0.769 -1.193  0.050
O 2.446 1.046 -0.204  0.013
O -1.211 -0.461 -0.422  -0.232
H -0.888 1.997 -0.997  0.151
H -1.680 2.128 0.598  0.036
H 0.051 2.396 0.635  0.076
H -2.539 -1.652 0.729  0.084
H -1.076 -2.552 0.087  0.084
H -2.205 -2.011 -1.024  0.111
H -0.469 0.069 1.533  0.099
H 2.988 -0.801 0.954  0.082
H 0.454 -0.721 -1.432  0.141
H 2.056 1.690 -0.944  0.176

***

No. 4
The following is a quantum chemistry calculation of a structure of composition C17H35O13Tl at a distorted geometry, from OMol25.

Properties
Relative energy (zero: lowest compared OMol25 entry of this formula, charge and spin) = 1464.6 kJ/mol
Gap between HOMO and LUMO = 4.6 eV
Maximum force = 14.59 eV/A
Net charge = +2
Spin multiplicity = 1

Last column: Löwdin charge in e.
Positions of all 66 atoms, in Å:
Tl -0.215 -3.142 0.316  1.312
C -0.437 -0.119 -0.787  -0.162
O -0.420 -1.433 -0.350  -0.259
H -1.400 0.358 -0.604  0.022
H 0.174 0.482 -0.114  0.043
H -0.066 0.109 -1.786  0.127
C 0.439 2.009 -3.319  -0.038
C 1.903 1.759 -2.969  -0.171
O 2.053 0.453 -2.512  -0.020
C 3.196 -0.167 -2.340  -0.584
O 4.310 0.328 -2.373  0.175
O 2.914 -1.441 -2.003  -0.016
C 4.043 -2.320 -1.878  -0.004
H -0.007 1.219 -3.923  0.102
H 0.424 2.856 -4.006  0.113
H -0.242 2.203 -2.490  0.027
H 2.217 2.460 -2.195  0.113
H 2.514 1.915 -3.859  0.154
H 4.662 -2.023 -1.031  0.101
H 4.680 -2.403 -2.759  0.121
H 3.633 -3.286 -1.585  0.097
C -2.027 4.983 3.883  -0.046
C -2.847 4.412 2.760  -0.203
O -2.130 4.383 1.552  0.063
C -1.383 3.416 1.147  -0.580
O -1.299 2.303 1.667  0.089
O -0.645 3.808 0.104  0.094
C 0.187 2.792 -0.472  -0.054
H -1.428 5.849 3.598  0.093
H -1.399 4.186 4.281  0.082
H -2.694 5.383 4.647  0.089
H -3.588 5.169 2.506  0.134
H -3.283 3.422 2.897  0.131
H 1.221 3.132 -0.535  0.090
H 0.002 2.522 -1.512  0.039
H 0.308 1.868 0.094  0.060
C -5.253 -4.885 1.429  -0.013
C -3.870 -4.075 1.409  -0.157
O -4.019 -2.974 0.502  0.106
C -3.056 -2.200 0.014  -0.364
O -1.841 -2.320 0.229  -0.117
O -3.567 -1.181 -0.720  0.134
C -2.689 -0.210 -1.221  0.000
H -5.469 -5.299 0.444  0.086
H -5.979 -4.164 1.806  0.085
H -5.281 -5.630 2.223  0.089
H -3.053 -4.757 1.175  0.112
H -3.725 -3.792 2.452  0.132
H -1.997 -0.739 -1.875  0.137
H -2.216 0.470 -0.512  0.103
H -3.289 0.346 -1.941  0.162
C 2.487 1.703 0.110  -0.004
C 1.990 0.240 0.271  -0.172
O 3.010 -0.654 0.755  0.137
C 2.737 -1.933 0.792  -0.462
O 1.606 -2.443 0.570  -0.050
O 3.885 -2.509 1.177  0.045
C 3.960 -3.870 1.541  -0.013
H 2.978 2.074 1.009  0.126
H 1.670 2.395 -0.093  -0.037
H 3.033 1.808 -0.828  0.077
H 1.569 -0.120 -0.668  0.070
H 1.139 0.189 0.950  0.132
H 4.950 -4.228 1.822  0.120
H 3.549 -4.477 0.734  0.098
H 3.370 -4.209 2.392  0.105

***

No. 5
The following is a quantum chemistry calculation of a structure of composition C45H56BN2O4RbSSi, from OMol25.

Properties
Gap between HOMO and LUMO = 4.7 eV
Maximum force = 0.52 eV/A
Net charge = -2
Spin multiplicity = 1

Last column: Löwdin charge in e.
Positions of all 111 atoms, in Å:
Rb -0.452 -1.126 0.768  0.573
C -2.188 -7.564 0.874  -0.104
C -2.882 -6.202 0.976  -0.222
C -1.917 -5.100 1.037  -0.203
N -1.164 -4.238 1.082  0.162
H -2.929 -8.354 0.754  0.067
H -1.605 -7.766 1.771  0.076
H -1.514 -7.587 0.018  0.078
H -3.506 -6.152 1.866  0.113
H -3.526 -6.032 0.114  0.114
C -3.626 6.693 -1.830  -0.079
C -4.393 6.567 -0.510  -0.565
C -5.887 6.770 -0.803  -0.061
C -3.908 7.690 0.418  -0.064
C -4.186 5.198 0.147  -0.195
C -4.693 4.959 1.425  -0.068
C -4.564 3.717 2.060  0.002
C -3.910 2.712 1.382  -0.262
O -3.651 1.432 1.754  0.011
B -2.926 0.758 0.682  -0.393
O -2.820 1.797 -0.343  0.011
C -3.405 2.934 0.110  -0.246
C -3.531 4.152 -0.523  0.053
H -3.737 7.709 -2.220  0.076
H -4.006 6.000 -2.584  0.082
H -2.561 6.494 -1.689  0.086
H -6.057 7.725 -1.315  0.074
H -6.469 6.766 0.122  0.075
H -6.261 5.963 -1.438  0.087
H -4.082 8.667 -0.047  0.074
H -2.838 7.585 0.613  0.089
H -4.427 7.675 1.378  0.067
H -5.214 5.750 1.955  0.092
H -4.957 3.553 3.057  0.109
H -3.116 4.273 -1.515  0.110
C 6.145 -0.555 2.119  -0.151
C 5.016 -0.706 1.107  -0.400
S 3.426 -1.004 1.935  0.912
O 2.383 -0.735 0.900  -0.643
C 3.551 -2.810 2.070  -0.364
C 3.336 -3.507 0.732  -0.116
H 7.055 -0.197 1.634  0.066
H 6.378 -1.505 2.603  0.062
H 5.875 0.158 2.901  0.067
H 5.194 -1.515 0.397  0.075
H 4.835 0.209 0.542  0.089
H 2.770 -3.075 2.786  0.052
H 4.518 -3.022 2.533  0.085
H 2.492 -3.063 0.198  0.068
H 3.118 -4.563 0.898  0.074
H 4.207 -3.441 0.077  0.063
C -1.565 1.724 6.036  -0.149
C -1.039 1.799 4.747  -0.114
C -0.348 0.735 4.199  -0.048
C -0.173 -0.488 4.887  -0.318
C -0.698 -0.535 6.203  -0.062
C -1.378 0.544 6.751  -0.137
N 0.369 -1.551 4.223  0.057
C 1.004 -2.563 4.851  -0.343
C 1.766 -2.447 6.050  -0.060
C 2.477 -3.517 6.570  -0.141
C 2.473 -4.769 5.954  -0.164
C 1.721 -4.914 4.787  -0.144
C 1.009 -3.855 4.251  -0.079
H -2.121 2.551 6.461  0.074
H -1.177 2.701 4.159  0.095
H 0.076 0.805 3.205  0.084
H -0.602 -1.452 6.771  0.093
H -1.783 0.457 7.754  0.081
H 1.804 -1.484 6.544  0.096
H 3.058 -3.372 7.476  0.082
H 3.030 -5.600 6.370  0.068
H 1.693 -5.877 4.286  0.085
H 0.426 -3.982 3.345  0.079
C 3.794 -0.740 -2.681  -0.107
C 2.997 -1.273 -3.884  -0.598
C 3.507 -0.603 -5.163  -0.102
C 3.217 -2.790 -3.960  -0.107
Si 1.143 -0.933 -3.470  0.363
O 0.688 -1.724 -2.200  -0.394
C 0.042 -1.253 -5.012  -0.188
C 0.364 -2.023 -6.134  -0.103
C -0.553 -2.257 -7.157  -0.119
C -1.832 -1.725 -7.077  -0.129
C -2.187 -0.965 -5.967  -0.102
C -1.263 -0.736 -4.955  -0.089
C 1.036 0.972 -3.295  -0.207
C 0.942 1.864 -4.368  -0.111
C 0.856 3.238 -4.169  -0.113
C 0.851 3.756 -2.878  -0.118
C 0.937 2.891 -1.793  -0.085
C 1.032 1.520 -2.006  -0.079
H 4.861 -0.993 -2.788  0.074
H 3.421 -1.169 -1.744  0.062
H 3.713 0.349 -2.600  0.075
H 4.594 -0.741 -5.263  0.070
H 3.309 0.474 -5.155  0.065
H 3.035 -1.022 -6.058  0.058
H 4.291 -3.026 -4.042  0.071
H 2.714 -3.234 -4.826  0.056
H 2.819 -3.276 -3.064  0.072
H 1.356 -2.455 -6.221  0.070
H -0.270 -2.858 -8.014  0.085
H -2.548 -1.902 -7.871  0.083
H -3.187 -0.556 -5.887  0.092
H -1.560 -0.147 -4.091  0.111
H 0.916 1.478 -5.384  0.097
H 0.778 3.906 -5.020  0.085
H 0.763 4.825 -2.719  0.086
H 0.916 3.282 -0.782  0.100
H 1.094 0.846 -1.156  0.080

***

No. 6
The following is a quantum chemistry calculation of a cluster of 10 separate species, C6H32NO9 in total at a distorted geometry, from OMol25.

Properties
Relative energy (zero: lowest compared OMol25 entry of this formula, charge and spin) = 0.0 kJ/mol
Gap between HOMO and LUMO (alpha / beta) = 8.1 / 4.1 eV
Maximum force = 2.21 eV/A
Net charge = +2
Spin multiplicity = 2

Last column: Löwdin charge in e.
Positions of all 48 atoms, in Å:
C 2.823 0.812 -0.351  -0.013
C 1.633 0.901 0.576  -0.351
C 0.315 0.698 -0.185  -0.094
C -0.135 1.882 -0.968  0.096
C 0.323 3.176 -0.801  0.039
C -0.162 4.298 -1.607  -0.012
N 1.728 -0.199 1.597  0.207
H 2.733 1.516 -1.179  0.094
H 3.767 1.066 0.130  0.104
H 2.938 -0.181 -0.796  0.094
H 1.625 1.866 1.114  0.104
H -0.463 0.464 0.575  0.169
H 0.386 -0.142 -0.864  0.128
H -0.891 1.650 -1.718  0.152
H 1.082 3.403 -0.037  0.135
H -0.732 4.999 -0.984  0.135
H -0.821 3.993 -2.429  0.106
H 0.651 4.859 -2.070  0.125
H 1.747 -1.182 1.142  0.100
H 0.969 -0.102 2.292  0.181
H 2.629 -0.129 2.079  0.176
H 3.180 3.564 2.920  0.065
H 2.060 4.375 2.305  0.053
O 2.353 3.465 2.432  -0.051
H 0.618 -3.208 -1.968  0.031
H 1.540 -2.034 -2.487  -0.003
O 1.537 -2.840 -1.933  -0.073
H -0.949 -4.859 -1.793  0.102
H -1.777 -3.784 -2.545  0.092
O -1.099 -3.907 -1.872  -0.032
H -4.283 -2.148 1.203  0.038
H -3.354 -2.118 2.413  0.019
O -3.623 -2.682 1.661  -0.059
H -5.679 0.452 1.477  0.089
H -4.553 0.832 0.507  0.066
O -4.770 0.235 1.227  -0.028
H -2.005 -2.739 0.958  -0.007
H -1.135 -3.132 -0.322  -0.028
O -1.119 -2.673 0.537  -0.104
H 0.798 -0.006 -3.602  0.058
H 2.042 -0.693 -4.212  0.091
O 1.566 -0.541 -3.385  -0.033
H -3.593 -0.092 2.481  -0.003
H -3.131 -0.175 3.971  0.066
O -2.907 -0.463 3.077  -0.080
H 2.159 -2.686 -0.294  0.035
H 1.649 -3.189 1.043  0.073
O 2.329 -2.602 0.686  -0.052